The following is a quantum chemistry calculation of a cluster of 5 separate species, C43H45B2BrF9N2O6P in total at a distorted geometry, from OMol25.

```
109
Properties=species:S:1:pos:R:3:forces:R:3:mulliken_charge:R:1
C 2.206 2.685 2.953 -0.054 -0.208 0.207 -0.747
B 2.213 1.263 3.585 -0.601 -0.246 -0.106 0.714
O 2.011 1.112 4.955 0.738 0.676 -0.250 -0.718
C 2.431 -0.066 2.744 1.021 0.460 0.526 0.202
C 3.657 -0.690 2.744 -0.565 -0.389 -0.330 -0.864
C 3.899 -1.890 2.018 -0.490 0.314 -0.297 0.420
C 5.283 -2.471 2.142 -0.228 0.194 0.182 -1.637
C 5.390 -3.253 3.454 0.554 0.317 -0.035 -0.197
C 6.669 -4.083 3.550 -0.075 -0.162 -0.148 -1.133
C 6.532 -5.323 4.400 0.504 0.158 -0.206 0.832
F 5.444 -6.031 4.033 -0.329 -0.042 0.039 -0.263
F 7.600 -6.132 4.177 0.126 -0.099 0.017 -0.329
C 6.480 -5.066 5.937 -0.373 -0.394 -0.007 0.643
F 5.555 -5.840 6.503 -0.062 -0.078 0.155 -0.265
F 7.647 -5.325 6.506 0.317 0.026 0.107 -0.259
F 6.167 -3.797 6.209 -0.085 0.309 0.014 -0.258
C 2.867 -2.436 1.272 0.444 -0.315 0.217 0.695
C 3.058 -3.691 0.444 -0.642 0.390 -0.425 -1.470
C 2.145 -4.855 0.807 0.337 -0.461 0.371 0.038
C 2.165 -5.233 2.278 0.055 -0.372 -0.343 -1.365
Br 2.814 -6.424 -0.195 -0.119 0.102 -0.030 -0.129
C 1.590 -1.800 1.274 0.104 -0.286 -0.258 0.434
N 0.570 -2.348 0.549 0.040 0.229 0.200 -0.059
C -0.590 -1.754 0.606 0.172 -0.043 -0.164 -0.243
C -1.698 -2.422 -0.161 0.445 0.085 0.423 -0.004
P -2.361 -3.835 0.773 -0.309 -0.649 -1.302 0.927
O -2.208 -5.066 -0.001 0.074 -0.081 0.015 -0.724
O -1.668 -3.915 2.213 -0.013 0.475 0.015 -0.586
O -3.869 -3.443 1.131 0.424 0.211 0.716 -0.471
C -0.803 -0.571 1.383 -0.677 0.523 0.242 0.714
C -2.189 0.054 1.450 0.952 0.086 -0.034 -0.829
B -2.208 1.537 2.048 -0.037 0.088 -0.232 0.434
O -2.844 2.527 1.290 -0.069 -0.362 0.590 -0.490
O -1.679 1.923 3.227 -0.251 -0.079 0.218 -0.453
N 0.160 -0.005 2.054 0.244 -0.709 -0.257 -0.380
C 1.375 -0.629 2.003 0.251 0.328 0.303 -0.904
H 1.818 3.404 3.663 -0.113 0.212 0.028 0.001
H 3.238 2.980 2.738 0.136 -0.061 -0.030 0.412
H 1.664 2.757 2.015 -0.088 -0.017 -0.103 0.322
H 2.777 0.672 5.341 -0.422 -0.560 0.233 0.318
H 4.488 -0.288 3.314 0.028 0.150 0.035 0.532
H 5.581 -3.066 1.286 -0.085 -0.201 -0.101 0.561
H 5.969 -1.625 2.178 0.232 -0.001 -0.035 0.524
H 4.509 -3.870 3.590 -0.102 -0.157 -0.027 0.417
H 5.411 -2.520 4.255 -0.289 0.001 0.205 0.354
H 6.974 -4.451 2.572 -0.096 -0.112 -0.161 0.429
H 7.513 -3.505 3.918 0.057 0.135 0.131 0.346
H 2.852 -3.441 -0.597 -0.007 0.027 -0.118 0.425
H 4.078 -4.041 0.459 0.252 -0.016 0.245 0.534
H 1.133 -4.728 0.453 -0.077 0.115 -0.205 0.398
H 1.669 -6.190 2.407 -0.201 -0.051 0.114 0.533
H 3.195 -5.388 2.589 0.122 0.138 0.241 0.315
H 1.676 -4.491 2.909 0.080 0.211 0.029 0.335
H -1.233 -2.868 -1.033 -0.087 -0.154 -0.192 0.552
H -2.467 -1.735 -0.482 -0.237 0.015 0.054 -0.356
H -0.776 -4.267 2.075 0.049 -0.109 0.285 0.323
H -4.027 -3.654 2.063 -0.348 0.015 -0.085 0.322
H -2.820 -0.648 1.999 -0.307 0.045 -0.036 0.291
H -2.540 0.139 0.425 -0.390 -0.120 -0.072 0.183
H -3.786 2.412 1.464 -0.163 0.333 -0.376 0.276
H -1.314 1.191 3.733 0.356 0.023 -0.092 0.295
F 0.538 5.125 2.478 -0.067 0.117 -0.033 -0.221
C -0.019 6.055 3.277 -0.096 0.101 0.084 0.601
C -0.572 7.183 2.704 -0.008 0.043 -0.166 -0.654
C -1.147 8.138 3.530 0.029 -0.061 0.091 -0.348
C -1.155 7.958 4.906 -0.029 0.046 0.029 -0.574
C -0.590 6.817 5.460 -0.021 0.055 -0.090 -0.418
C -0.020 5.853 4.642 0.076 -0.133 0.073 -0.283
H -0.550 7.305 1.630 0.002 -0.036 -0.001 0.430
H -1.590 9.024 3.096 0.009 0.008 -0.020 0.367
H -1.603 8.707 5.546 0.000 -0.001 0.004 0.362
H -0.593 6.677 6.532 -0.003 -0.022 0.007 0.361
H 0.418 4.953 5.054 -0.004 -0.008 -0.028 0.387
F -4.499 5.456 -5.266 -0.001 0.011 -0.018 -0.326
C -4.139 4.927 -4.077 0.047 -0.071 0.168 0.408
C -4.220 5.713 -2.944 -0.053 0.157 0.008 -0.497
C -3.852 5.165 -1.722 0.028 -0.097 -0.114 -0.550
C -3.402 3.853 -1.653 0.002 -0.034 0.060 -0.850
C -3.327 3.084 -2.806 -0.093 0.185 -0.016 -0.096
C -3.701 3.619 -4.031 0.018 -0.100 -0.139 -0.788
H -4.566 6.735 -3.023 -0.012 -0.013 -0.030 0.425
H -3.915 5.765 -0.824 0.009 0.022 -0.002 0.441
H -3.109 3.421 -0.707 0.025 0.083 -0.009 0.830
H -2.976 2.065 -2.746 -0.027 0.089 -0.034 0.517
H -3.658 3.033 -4.941 -0.007 0.027 -0.008 0.547
F -2.202 0.148 -2.765 0.087 -0.243 0.119 -0.373
C -3.007 -0.625 -3.533 -0.142 -0.134 -0.133 0.283
C -2.732 -0.730 -4.879 0.170 0.094 -0.114 -0.387
C -3.553 -1.520 -5.670 -0.089 -0.041 0.090 -0.155
C -4.635 -2.183 -5.106 -0.021 -0.017 -0.019 -0.615
C -4.896 -2.058 -3.748 0.052 0.015 -0.098 -0.570
C -4.076 -1.274 -2.949 -0.004 0.036 0.188 -0.085
H -1.890 -0.198 -5.298 -0.002 0.004 0.019 0.282
H -3.347 -1.615 -6.728 0.009 0.036 -0.011 0.405
H -5.275 -2.796 -5.725 -0.003 -0.005 0.003 0.395
H -5.740 -2.570 -3.308 0.009 -0.012 0.025 0.385
H -4.262 -1.166 -1.888 -0.028 0.034 -0.009 0.423
F -2.367 -0.865 -10.527 -0.007 -0.021 -0.012 -0.322
C -2.116 0.178 -9.713 0.022 0.139 0.104 0.432
C -1.362 -0.028 -8.575 0.070 -0.172 0.080 -0.524
C -1.103 1.051 -7.741 -0.076 0.075 -0.064 -0.303
C -1.604 2.309 -8.047 0.009 0.046 0.059 -0.655
C -2.363 2.491 -9.195 0.048 -0.072 0.057 -0.378
C -2.620 1.421 -10.040 -0.092 0.039 -0.127 -0.485
H -0.987 -1.018 -8.351 0.010 0.002 -0.040 0.469
H -0.508 0.909 -6.849 0.039 -0.008 -0.013 0.547
H -1.404 3.145 -7.391 -0.001 0.004 -0.003 0.450
H -2.758 3.469 -9.434 -0.003 0.006 -0.017 0.370
H -3.204 1.543 -10.943 -0.004 -0.031 0.004 0.424
```
Forces are in eV/Å.

Summary:
E_HOMO   -9.072 eV
SMILES string   CB(O)c1cc(CCCC(F)(F)C(F)(F)F)c(C[C@H](C)Br)c2nc(CP(=O)(O)O)c(CB(O)O)nc12.Fc1ccccc1.Fc1ccccc1.Fc1ccccc1.Fc1ccccc1
Charge   0
2S+1   1
Max |F|   0.029 Eh/bohr